P) Entry from the OMol25 dataset: 2 unconnected molecules or ions with the total composition C3H10NS (ωB97M-V/def2-TZVPD).

```
15
Properties=species:S:1:pos:R:3:lowdin_charge:R:1
C 1.69817 1.26965 1.45558 -0.762
S 1.90827 -0.50966 1.69324 0.076
H 1.70866 1.59195 0.40906 -0.016
H 0.72819 1.70313 1.75326 -0.015
H 2.46192 1.84343 1.98629 -0.026
C -1.53143 0.33262 -0.48651 -0.111
C -1.05142 -1.07424 -0.86802 -0.380
N 0.35962 -1.06492 -1.26689 -0.054
H -1.98359 0.84522 -1.34231 0.056
H -2.29922 0.28062 0.27614 0.055
H -0.66649 0.88194 -0.12669 0.042
H -1.23047 -1.70176 0.02214 0.087
H -1.64522 -1.51677 -1.66948 0.082
H 0.87723 -0.86662 -0.38432 -0.076
H 0.66579 -2.01457 -1.45149 0.042
```

The value obtained for the HOMO energy is -0.0890 Ha. The LUMO energy is 4.1 eV. Its frontier orbital gap is 6.56 eV. As for the total charge: -1.

Q) Entry from the OMol25 dataset: 2 unconnected molecules or ions with the total composition C3H10NS (ωB97M-V/def2-TZVPD).

```
15
Properties=species:S:1:pos:R:3:lowdin_charge:R:1
C 2.72626 -0.56506 0.62594 -0.758
S 2.38468 -2.31624 0.26883 -0.017
H 2.18241 -0.40599 1.55720 -0.029
H 2.27728 0.16717 -0.07994 -0.019
H 3.77061 -0.25188 0.60198 -0.023
C -2.17787 1.25233 -0.25504 -0.180
N -0.81022 0.76579 -0.01732 -0.180
C -0.63156 -0.69069 -0.22178 -0.163
H -2.72444 0.54347 -0.91085 0.061
H -2.19999 2.19686 -0.78886 0.060
H -2.75819 1.24593 0.66621 0.059
H -0.29687 1.22682 -0.74974 0.068
H -1.60121 -1.16526 -0.04017 0.066
H -0.19896 -0.94055 -1.18888 0.064
H 0.05807 -1.06273 0.53243 -0.009
```

The value obtained for the HOMO energy is -0.0752 Ha. The LUMO energy is 3.6 eV. Its frontier orbital gap is 5.62 eV. As for the total charge: -1.

According to the calculations, the structures order from most to least stable as P), Q).

P) Entry from the OMol25 dataset: a single C26H30N6O3 molecule (ωB97M-V/def2-TZVPD).

```
65
Properties=species:S:1:pos:R:3:lowdin_charge:R:1
C -7.26046 -1.91731 0.33201 -0.086
O -6.04422 -2.23309 -0.30173 -0.079
C -4.91728 -1.58085 0.08287 -0.273
C -4.86024 -0.59708 1.06491 -0.009
C -3.65419 0.00943 1.37335 -0.009
C -2.49758 -0.35063 0.69876 -0.201
N -1.25836 0.24748 0.98173 -0.035
N -0.18520 -0.53919 1.05366 0.159
C 0.84387 0.27443 1.26610 -0.134
C 2.24714 0.02590 1.39873 -0.243
N 2.78841 -1.21007 1.38038 -0.072
C 2.01371 -2.41983 1.23097 -0.137
C 2.82984 -3.48242 0.48582 -0.121
C 3.76483 -2.80145 -0.52296 -0.217
C 2.88202 -2.04691 -1.52204 -0.470
O 2.08004 -2.65803 -2.20288 0.061
N 3.04059 -0.71373 -1.62832 0.089
C 2.20236 0.06435 -2.51567 -0.139
C 1.87984 1.44522 -1.93057 -0.072
C 0.45919 1.84346 -2.14986 -0.276
C -0.09671 3.04446 -2.47927 -0.025
C -1.49877 2.83913 -2.51571 -0.065
C -1.69023 1.53082 -2.20445 -0.130
O -0.51250 0.92307 -1.97665 0.029
C 4.81935 -1.99824 0.24590 -0.122
C 4.21105 -1.39465 1.52616 -0.141
N 3.07214 1.05512 1.52175 0.045
N 2.64891 2.31001 1.57364 0.042
C 1.39319 2.64104 1.49061 -0.306
C 1.05990 4.09675 1.54916 -0.032
C 0.40400 1.63135 1.31828 -0.060
C -0.97561 1.56381 1.12816 -0.169
C -1.98348 2.64792 1.02454 -0.010
C -2.54508 -1.35131 -0.27037 -0.004
C -3.74173 -1.95615 -0.57518 0.015
H -7.22106 -2.12833 1.40540 0.097
H -7.53530 -0.86909 0.17604 0.096
H -8.00865 -2.55737 -0.13245 0.094
H -5.74393 -0.29826 1.60578 0.105
H -3.62006 0.74761 2.15928 0.118
H 1.71399 -2.79965 2.21841 0.129
H 1.10433 -2.18170 0.67804 0.100
H 2.15054 -4.15313 -0.03892 0.118
H 3.42816 -4.07387 1.18122 0.115
H 4.26085 -3.57757 -1.11604 0.149
H 3.65346 -0.21029 -1.00837 0.121
H 1.28748 -0.51681 -2.66479 0.117
H 2.69396 0.17132 -3.49006 0.129
H 2.07192 1.42063 -0.85607 0.087
H 2.52519 2.21530 -2.35419 0.128
H 0.42546 3.95838 -2.67586 0.109
H -2.25119 3.56563 -2.74531 0.102
H -2.57401 0.92946 -2.11954 0.119
H 5.25942 -1.22523 -0.38533 0.106
H 5.63127 -2.67065 0.52970 0.115
H 4.38342 -2.07041 2.37169 0.127
H 4.64762 -0.42283 1.75741 0.106
H 0.30510 4.28789 2.30993 0.078
H 1.96151 4.65532 1.78286 0.076
H 0.67533 4.43327 0.58622 0.071
H -1.53983 3.51364 0.53915 0.076
H -2.32869 2.95639 2.01294 0.091
H -2.84147 2.32168 0.44008 0.076
H -1.63464 -1.63627 -0.77340 0.120
H -3.79895 -2.72784 -1.32566 0.123
```

The value obtained for the HOMO energy is -0.2745 Ha. The LUMO energy is 0.6 eV. As for the structure (SMILES): COc1ccc(-n2nc3c(N4CCC(C(=O)NCCc5ccco5)CC4)nnc(C)c3c2C)cc1. Its frontier orbital gap is 8.04 eV. As for the total charge: 0.

Q) Entry from the OMol25 dataset: a single C26H30N6O3 molecule (ωB97M-V/def2-TZVPD).

```
65
Properties=species:S:1:pos:R:3:lowdin_charge:R:1
C -5.75553 -1.76954 0.61617 -0.056
C -5.34762 -2.44100 -0.68650 -0.203
O -3.95560 -2.78376 -0.68745 0.009
C -3.09902 -1.79525 -0.91574 -0.471
O -3.39983 -0.65504 -1.14104 0.133
C -1.66346 -2.30480 -0.85721 -0.018
N -0.74456 -1.21639 -0.93710 -0.063
N 0.15230 -1.08610 -1.91996 0.056
N 0.80819 -0.02732 -1.69761 -0.016
N 0.38744 0.57915 -0.59568 0.087
C -0.58525 -0.15738 -0.10293 -0.268
C -1.39352 0.04816 1.13391 -0.093
N -0.73876 0.72935 2.22760 -0.125
C -0.28278 2.07704 1.92115 -0.192
C -1.45633 3.05957 1.78143 -0.120
C -2.24161 2.91594 0.50649 -0.259
C -1.61731 3.03068 -0.73024 -0.053
C -2.33600 2.86276 -1.89986 -0.075
C -3.69331 2.59610 -1.85350 -0.098
C -4.33083 2.50628 -0.62904 -0.094
C -3.60935 2.66502 0.54065 -0.065
C 0.24761 -0.10869 2.89862 -0.126
C 1.37821 -0.55662 2.00776 -0.117
C 2.46601 0.20964 1.76247 0.040
C 3.45890 -0.16662 0.81110 -0.144
C 4.57228 0.62569 0.51081 0.025
C 5.49449 0.23319 -0.43527 -0.245
C 6.65964 1.11082 -0.79204 -0.217
C 6.31047 1.99625 -1.98998 -0.094
C 5.30049 -0.97999 -1.10471 -0.026
C 4.21714 -1.78157 -0.83141 -0.004
C 3.28717 -1.38368 0.12850 -0.192
N 2.19909 -2.15735 0.43194 0.184
C 1.20630 -1.83058 1.31946 -0.431
O 0.25854 -2.59560 1.47706 0.027
H -6.82768 -1.59639 0.61333 0.079
H -5.24488 -0.81507 0.71881 0.068
H -5.49992 -2.40267 1.46230 0.081
H -5.54688 -1.77719 -1.53373 0.124
H -5.86641 -3.39107 -0.82433 0.124
H -1.47405 -2.96625 -1.70653 0.147
H -1.49698 -2.86194 0.07357 0.127
H -1.71231 -0.93353 1.49789 0.134
H -2.28602 0.61543 0.85239 0.111
H 0.32279 2.40501 2.77008 0.118
H 0.33826 2.10248 1.01756 0.093
H -1.03922 4.06984 1.82203 0.120
H -2.11951 2.93150 2.63904 0.115
H -0.55847 3.23550 -0.77982 0.110
H -1.83106 2.93690 -2.85200 0.104
H -4.25190 2.45879 -2.76729 0.101
H -5.39154 2.30491 -0.58348 0.101
H -4.11054 2.58251 1.49625 0.112
H 0.63661 0.45198 3.75145 0.127
H -0.27755 -0.99498 3.26789 0.126
H 2.59090 1.15053 2.27976 0.127
H 4.69729 1.56259 1.03425 0.124
H 7.52570 0.49364 -1.04011 0.109
H 6.92268 1.74202 0.05880 0.108
H 5.45348 2.62366 -1.75729 0.076
H 7.15165 2.63498 -2.24924 0.068
H 6.05838 1.38415 -2.85262 0.074
H 6.01758 -1.29020 -1.85060 0.117
H 4.07433 -2.71421 -1.35740 0.114
H 2.07864 -3.02999 -0.07016 0.166
```

The value obtained for the HOMO energy is -0.2988 Ha. The LUMO energy is 0.3 eV. As for the structure (SMILES): CCOC(=O)Cn1nnnc1CN(CCc1ccccc1)Cc1cc2cc(CC)ccc2[nH]c1=O. Its frontier orbital gap is 8.40 eV. As for the total charge: 0.

According to the calculations, the structures order from most to least stable as Q), P).

P) Entry from the OMol25 dataset: 3 unconnected molecules or ions with the total composition C4H14N4 (ωB97M-V/def2-TZVPD).

```
22
Properties=species:S:1:pos:R:3:lowdin_charge:R:1
H 0.56621 1.35592 -3.41813 0.043
N 0.91297 1.08530 -2.47266 0.014
N 0.09800 0.47451 -1.77397 -0.208
N -1.16749 0.34688 -2.08713 0.025
H -1.76927 0.07534 -1.30385 0.038
H -1.53521 0.69992 -2.97571 0.100
C 1.80629 1.65580 1.49705 -0.038
C 2.02821 0.78767 0.52832 -0.281
C 1.97010 -0.69380 0.69571 -0.132
H 1.87608 2.71994 1.34243 0.041
H 1.50456 1.34568 2.48969 0.047
H 2.14188 1.14422 -0.54967 0.076
H 2.96186 -1.12530 0.55480 0.071
H 1.59214 -0.98252 1.67627 0.067
H 1.32037 -1.11415 -0.07164 0.044
C -2.09372 -1.68494 0.83513 -0.173
N -2.02305 -0.26476 0.51178 -0.082
H -1.93729 -1.90797 1.89757 0.069
H -1.33126 -2.20986 0.25986 0.069
H -3.07372 -2.06458 0.54382 0.070
H -2.72954 0.24936 1.02819 0.078
H -1.11812 0.10734 0.79214 0.061
```

The value obtained for the HOMO energy is -0.3345 Ha. The LUMO energy is 1.0 eV. As for the structure (SMILES): [H]/N=N\N.C=CC.CN. Its frontier orbital gap is 10.06 eV. As for the total charge: 0.

Q) Entry from the OMol25 dataset: a molecular structure, C4H14N4 (ωB97M-V/def2-TZVPD).

```
22
Properties=species:S:1:pos:R:3:lowdin_charge:R:1
C -1.25003 0.09030 0.32565 -0.582
C 0.31908 -0.28288 -0.70198 -0.363
C 1.19674 0.53516 0.12484 -0.183
C 2.75699 0.42330 -0.72570 -0.049
N -1.66865 1.43253 0.76080 0.068
N -2.27040 -0.45461 -0.53839 0.044
N -1.13462 -0.79067 1.47035 0.060
N 0.49145 -1.65558 -0.68168 0.019
H 0.18973 0.10923 -1.71298 0.119
H -1.68197 2.06821 -0.02980 0.069
H -1.05010 1.81157 1.47028 0.062
H -3.18564 -0.42497 -0.08981 0.073
H -2.32927 0.06746 -1.40392 0.070
H -2.04795 -1.00794 1.86490 0.079
H -0.57819 -0.36138 2.20079 0.066
H 1.07582 -2.44844 -0.46210 0.086
H -0.38478 -2.12574 -0.44053 0.066
H 1.00098 1.60182 0.07679 0.084
H 1.36916 0.14691 1.12249 0.093
H 3.42124 1.09218 -0.18227 0.036
H 2.68370 0.78783 -1.74826 0.046
H 3.07669 -0.61427 -0.69946 0.039
```

The value obtained for the HOMO energy is -0.2948 Ha. The LUMO energy is 0.9 eV. Its frontier orbital gap is 8.97 eV. As for the total charge: 0.

According to the calculations, the structures order from most to least stable as Q), P).

P) Entry from the OMol25 dataset: a molecular structure, C3H7N3S2 (ωB97M-V/def2-TZVPD).

```
15
Properties=species:S:1:pos:R:3:lowdin_charge:R:1
C 1.63332 -1.20493 -0.44242 -0.203
C 1.15441 1.01207 0.13478 -0.263
C -0.72317 0.04413 1.14280 -0.431
H 0.81949 -1.64248 0.61089 0.154
H 2.84748 -1.70531 -0.43631 0.139
H 0.99090 -1.03044 -1.46191 0.113
H 1.38211 1.96343 0.25771 0.029
H -1.25763 2.51467 -1.52076 -0.044
H -0.51989 0.08389 2.36297 0.185
H -2.97946 -2.03745 -0.87844 0.009
N 2.08894 0.12779 -0.23229 -0.062
N -0.25608 0.89796 0.11367 -0.633
N -1.73762 -0.85399 0.97594 -0.372
S -1.01334 2.32384 -0.08613 0.781
S -2.42946 -0.49318 -0.54050 0.598
```

The value obtained for the HOMO energy is -0.3307 Ha. The LUMO energy is -0.2 eV. Its frontier orbital gap is 8.77 eV. As for the total charge: 0.

Q) Entry from the OMol25 dataset: a molecular structure, C3H7N3S2 (ωB97M-V/def2-TZVPD).

```
15
Properties=species:S:1:pos:R:3:lowdin_charge:R:1
C -0.48292 1.29572 1.59133 -0.062
C 0.19833 -0.88927 0.41529 -0.648
C -0.00194 -0.02375 -2.82207 -1.057
H 0.31912 1.85166 0.72388 0.116
H -1.57436 1.11494 1.25795 0.085
H -0.35496 1.75392 2.74532 0.124
H -0.42133 -0.71581 2.48544 0.143
H -0.32859 -2.75466 0.74953 0.044
H 1.04791 0.99222 -0.00355 0.094
H -0.68496 0.53071 -2.04881 0.072
N 0.06542 -0.23792 1.64861 -0.058
N -0.09415 -2.07281 0.03178 0.109
N 0.83451 -0.00460 -0.42745 -0.395
S 1.38176 -0.44667 -1.93903 0.879
S 0.09616 -0.39368 -4.40820 0.554
```

The value obtained for the HOMO energy is -0.3169 Ha. The LUMO energy is 0.0 eV. Its frontier orbital gap is 8.58 eV. As for the total charge: 0.

According to the calculations, the structures order from most to least stable as Q), P).

P) Entry from the OMol25 dataset: a molecular structure, C3H2HgO2 (ωB97M-V/def2-TZVPD).

```
8
Properties=species:S:1:pos:R:3:mulliken_spin:R:1
H -2.48098 0.60666 0.01368 0.000
O -0.87616 1.85204 0.01798 0.002
O 1.84376 -0.44553 0.16694 -0.033
C -1.38426 0.75121 -0.05730 -0.001
C -0.62451 -0.50596 -0.06787 -0.003
C 0.68894 -0.47378 0.06676 -0.030
H -1.11142 -1.48360 -0.04830 0.000
Hg 3.94463 -0.30104 -0.09189 1.065
```

The spin multiplicity is 2. The value obtained for the HOMO energy (spin up / spin down) is -0.5167 / -0.5166 Ha. The LUMO energy (spin up / spin down) is -4.7 / -8.4 eV. Its frontier orbital gap (spin up / spin down) is 9.34 / 5.63 eV. As for the expectation value of S²: 0.75. As for the total charge: +1.

Q) Entry from the OMol25 dataset: a molecular structure, C3H2HgO2 (ωB97M-V/def2-TZVPD).

```
8
Properties=species:S:1:pos:R:3:mulliken_spin:R:1
O -0.31096 0.96465 -0.76737 0.009
C 0.71795 0.33125 -0.21427 -0.013
C -1.49740 -0.40020 -0.04806 0.013
O 1.84687 0.63874 0.02901 -0.027
C -0.25317 -0.71351 -0.54115 -0.015
Hg 3.54479 0.21136 1.26385 1.033
H -2.34976 -0.44731 -0.73332 0.000
H -1.69830 -0.58497 1.01130 0.001
```

The spin multiplicity is 2. The value obtained for the HOMO energy (spin up / spin down) is -0.4938 / -0.4944 Ha. The LUMO energy (spin up / spin down) is -5.6 / -7.9 eV. Its frontier orbital gap (spin up / spin down) is 7.85 / 5.59 eV. As for the expectation value of S²: 0.75. As for the total charge: +1.

According to the calculations, the structures order from most to least stable as P), Q).